a:
{
  "formula": "C2H7OPS2",
  "method": "ωB97M-V/def2-TZVPD",
  "orbital_gap_ev": [6.112, 8.921],
  "lumo_energy_ev": [-2.7, 0.0],
  "species": ["C", "C", "O", "P", "S", "S", "H", "H", "H", "H", "H", "H", "H"],
  "coordinates": [[0.718, 0.955, -2.849], [-1.645, -1.424, 1.535], [1.368, 1.405, 0.149], [1.134, -0.181, 0.422], [1.532, -0.698, 2.308], [-1.109, -0.202, 0.330], [0.126, 1.751, -2.237], [1.740, 0.935, -2.908], [0.036, 0.186, -3.099], [-2.205, -2.337, 1.166], [-2.140, -0.773, 2.259], [-0.693, -1.631, 1.940], [1.139, 2.014, 0.983]],
  "mulliken_charge": [-0.977, -0.522, -0.452, 0.433, -0.335, -0.105, 0.240, 0.400, 0.345, 0.256, 0.290, 0.068, 0.359]
}

---

b:
{
  "formula": "C2H7OPS2",
  "method": "ωB97M-V/def2-TZVPD",
  "orbital_gap_ev": 9.770,
  "smiles": "OP(S)S.C=C",
  "lumo_energy_ev": 0.6,
  "species": ["C", "C", "O", "P", "S", "S", "H", "H", "H", "H", "H", "H", "H"],
  "coordinates": [[-0.749, -1.101, 1.696], [-0.931, 0.161, 1.737], [-0.729, -0.078, -1.743], [0.456, 0.690, -0.937], [1.529, 1.570, -2.522], [1.758, -0.946, -0.601], [-1.485, -1.788, 1.368], [1.049, 2.769, -2.474], [0.125, -1.539, 2.173], [-0.287, 1.076, 2.013], [-1.875, 0.421, 1.277], [-0.482, -0.734, -2.556], [1.621, -0.499, 0.568]],
  "mulliken_charge": [-0.439, -0.639, -0.443, 0.310, -0.292, -0.209, 0.218, 0.129, 0.311, 0.324, 0.260, 0.345, 0.125]
}

---

Name the most stable of them. b.

---

a:
{
  "formula": "C3H2FO3",
  "method": "ωB97M-V/def2-TZVPD",
  "orbital_gap_ev": 8.499,
  "lumo_energy_ev": 3.5,
  "total_charge": -1,
  "species": ["C", "C", "C", "O", "O", "O", "F", "H", "H"],
  "coordinates": [[-1.152, 0.607, 0.378], [-2.351, 0.141, 0.185], [2.078, -0.294, -0.281], [1.888, 0.073, -1.410], [2.621, 0.016, 0.754], [-3.379, -0.432, -0.093], [1.340, -1.558, -0.025], [-0.776, 1.451, -0.256], [-0.269, -0.004, 0.748]],
  "mulliken_charge": [-0.781, 0.803, 0.615, -0.605, -0.627, -0.465, -0.364, 0.245, 0.180]
}

---

b:
{
  "formula": "C3H2FO3",
  "method": "ωB97M-V/def2-TZVPD",
  "orbital_gap_ev": 7.966,
  "lumo_energy_ev": 3.7,
  "total_charge": -1,
  "species": ["C", "C", "C", "O", "O", "O", "F", "H", "H"],
  "coordinates": [[1.077, -0.585, 1.449], [-1.142, 1.409, -1.039], [0.253, -0.512, 0.264], [1.236, -0.322, 2.591], [1.245, -1.616, 0.730], [-0.617, 2.105, -1.807], [-1.818, -0.022, -1.884], [-0.816, -0.702, 0.175], [0.583, 0.244, -0.479]],
  "mulliken_charge": [0.681, -0.104, -0.319, -0.563, -0.383, -0.289, -0.594, 0.390, 0.180]
}

---

Name the most stable of them. a.

---

a:
{
  "formula": "C2H5BO",
  "method": "ωB97M-V/def2-TZVPD",
  "orbital_gap_ev": 11.058,
  "lumo_energy_ev": 0.1,
  "species": ["B", "C", "C", "O", "H", "H", "H", "H", "H"],
  "coordinates": [[-0.286, -0.219, 0.353], [-1.682, 0.198, -0.024], [1.156, 0.161, -0.390], [-2.821, 0.300, -0.064], [1.624, -0.710, -0.831], [-0.333, 0.181, 1.484], [-0.506, -1.399, 0.335], [1.849, 0.599, 0.320], [1.000, 0.890, -1.182]],
  "mulliken_charge": [-0.088, 0.527, -0.945, -0.298, 0.275, -0.028, -0.025, 0.276, 0.305]
}

---

b:
{
  "formula": "C2H5BO",
  "method": "ωB97M-V/def2-TZVPD",
  "orbital_gap_ev": 9.963,
  "smiles": "BCC=O",
  "lumo_energy_ev": 0.0,
  "species": ["B", "C", "C", "O", "H", "H", "H", "H", "H"],
  "coordinates": [[1.117, -0.482, 0.409], [-1.305, -0.529, -0.884], [-0.230, 0.200, -0.039], [-1.388, -1.730, -0.951], [2.109, -0.526, -0.242], [1.137, -0.964, 1.513], [-1.964, 0.293, -1.288], [-0.874, 0.153, 0.873], [-0.285, 1.267, -0.330]],
  "mulliken_charge": [0.118, 0.117, -0.491, -0.478, -0.043, -0.043, 0.266, 0.245, 0.307]
}

---

c:
{
  "formula": "C2H5BO",
  "method": "ωB97M-V/def2-TZVPD",
  "orbital_gap_ev": [6.211, 9.216],
  "lumo_energy_ev": [-0.7, 0.5],
  "species": ["B", "C", "C", "O", "H", "H", "H", "H", "H"],
  "coordinates": [[-1.406, -1.991, -0.235], [1.216, 0.345, 0.597], [0.699, 1.584, 0.028], [0.556, -0.724, 0.556], [-1.932, -2.501, 0.765], [-1.005, -2.198, -1.260], [-0.359, 1.452, 0.026], [1.016, 2.477, 0.582], [1.215, 1.554, -1.059]],
  "mulliken_charge": [0.036, 0.137, -0.557, -0.363, -0.011, -0.011, 0.261, 0.286, 0.223]
}

---

Name the most stable of them. a.